ORCA calculation (ωB97M-V/def2-TZVPD) on a cluster of 7 separate species, C30H76BrNO29P6S in total.

LUMO level ... -2.856 eV
HOMO energy ... -7.4 eV
HOMO-LUMO gap ... 4.50 eV
Structure (SMILES) ... CC[C@@H](Br)[C@]1(COCOCCO)[C@H](C(=O)[O-])CC[N@H+]1S.COP(=O)(OC)OC.COP(=O)(OC)OC.COP(=O)(OC)OC.COP(=O)(OC)OC.COP(=O)(OC)OC.COP(=O)(OC)OC

The geometry in XYZ format:
```
144
C30H76BrNO29P6S | the Open Molecules 2025 dataset | ωB97M-V/def2-TZVPD
C 5.32 -5.89 -1.67
C 4.51 -4.65 -2.17
C 3.71 -3.89 -1.05
Br 3.86 -4.79 0.72
C 4.02 -2.37 -0.98
C 3.74 -1.73 -2.39
O 2.50 -2.17 -2.95
C 1.59 -1.12 -3.24
O 0.26 -1.60 -3.05
C 0.17 -2.52 -1.98
C -1.35 -2.62 -1.51
O -2.03 -1.45 -1.96
C 5.50 -1.90 -0.70
C 6.59 -2.99 -0.44
O 6.73 -3.54 0.65
O 7.35 -3.23 -1.44
C 5.52 -0.94 0.56
C 4.28 -1.50 1.35
N 3.30 -1.75 0.20
S 2.50 -0.18 -0.02
H 4.69 -6.71 -1.30
H 6.14 -5.61 -0.98
H 5.83 -6.28 -2.58
H 3.77 -5.05 -2.89
H 5.23 -4.02 -2.72
H 2.63 -3.97 -1.30
H 3.87 -0.63 -2.39
H 4.55 -2.13 -3.03
H 1.72 -0.79 -4.29
H 1.74 -0.22 -2.60
H 0.44 -3.56 -2.28
H 0.74 -2.21 -1.08
H -1.37 -2.65 -0.40
H -1.77 -3.56 -1.92
H -2.85 -1.42 -1.45
H 5.86 -1.26 -1.53
H 6.45 -1.08 1.14
H 5.40 0.12 0.26
H 3.93 -0.64 1.95
H 4.65 -2.38 1.89
H 2.54 -2.30 0.63
H 3.41 0.69 -0.56
C 1.89 5.38 4.09
O 2.38 5.29 2.77
P 3.55 4.12 2.36
O 3.88 3.72 3.79
O 4.56 5.29 1.83
C 4.09 6.22 0.85
O 4.46 2.87 1.66
C 5.80 2.68 2.12
H 1.07 6.09 4.09
H 1.52 4.41 4.44
H 2.67 5.75 4.75
H 3.77 7.14 1.34
H 3.26 5.81 0.26
H 4.91 6.46 0.17
H 5.80 2.08 3.02
H 6.31 3.63 2.30
H 6.34 2.15 1.34
C -4.08 -0.01 4.76
O -3.25 1.10 4.51
P -2.50 1.28 3.00
O -2.82 -0.13 2.54
O -1.04 1.34 3.74
C -0.80 2.34 4.74
O -1.82 1.66 1.49
C -0.88 0.75 0.95
H -4.56 0.15 5.73
H -4.86 -0.11 4.00
H -3.48 -0.92 4.82
H -0.96 1.90 5.73
H -1.47 3.20 4.63
H 0.23 2.68 4.67
H -1.41 -0.06 0.44
H -0.22 0.34 1.71
H -0.28 1.28 0.21
C -7.17 -3.90 -1.14
O -7.67 -2.57 -1.21
P -6.71 -1.28 -0.69
O -5.65 -2.12 0.01
O -7.90 -0.81 0.34
C -9.21 -0.59 -0.20
O -5.87 0.18 -0.52
C -5.37 0.52 0.78
H -7.88 -4.54 -1.65
H -6.20 -3.99 -1.63
H -7.10 -4.21 -0.09
H -9.81 -1.48 -0.03
H -9.17 -0.38 -1.27
H -9.67 0.25 0.32
H -4.42 0.03 0.95
H -6.08 0.25 1.57
H -5.22 1.60 0.80
C -0.40 5.22 0.80
O -0.61 5.96 -0.39
P -0.54 7.65 -0.35
O -0.56 7.85 1.15
O -2.04 7.73 -1.00
C -2.33 6.99 -2.19
O -0.18 9.25 -0.77
C -0.97 10.28 -0.19
H -0.35 4.16 0.53
H 0.53 5.51 1.28
H -1.25 5.36 1.47
H -2.81 6.05 -1.93
H -1.42 6.78 -2.77
H -3.01 7.57 -2.81
H -0.59 10.52 0.80
H -2.02 10.00 -0.12
H -0.89 11.16 -0.83
C -12.35 5.06 3.52
O -11.68 4.94 2.27
P -10.55 3.70 2.04
O -10.40 3.25 3.48
O -9.42 4.81 1.63
C -9.73 5.79 0.62
O -9.68 2.44 1.32
C -8.40 2.13 1.86
H -13.12 5.82 3.40
H -12.82 4.12 3.81
H -11.65 5.39 4.28
H -10.04 6.72 1.10
H -10.52 5.45 -0.04
H -8.83 5.98 0.03
H -8.50 1.48 2.73
H -7.84 3.03 2.13
H -7.83 1.60 1.09
C 6.48 -11.15 -5.20
O 7.69 -11.16 -4.46
P 8.23 -9.73 -3.72
O 7.25 -8.84 -4.47
O 9.64 -9.89 -4.55
C 10.41 -11.09 -4.40
O 8.85 -8.42 -2.84
C 9.24 -7.25 -3.56
H 6.25 -12.19 -5.46
H 5.65 -10.76 -4.61
H 6.61 -10.58 -6.12
H 10.18 -11.77 -5.22
H 10.19 -11.59 -3.45
H 11.46 -10.83 -4.43
H 8.37 -6.63 -3.74
H 9.73 -7.50 -4.50
H 9.94 -6.70 -2.93
```

These are the Löwdin partial charges, in e, on atoms 1 to 99: C -0.15; C -0.23; C -0.52; Br 0.82; C -0.36; C -0.15; O -0.11; C -0.22; O -0.09; C -0.18; C -0.20; O -0.07; C -0.15; C -0.71; O -0.06; O -0.07; C -0.10; C -0.18; N -0.32; S 0.94; H 0.06; H 0.06; H 0.08; H 0.12; H 0.10; H 0.08; H 0.12; H 0.14; H 0.15; H 0.09; H 0.13; H 0.09; H 0.12; H 0.12; H 0.08; H 0.14; H 0.13; H 0.08; H 0.10; H 0.10; H 0.12; H -0.05; C -0.11; O -0.29; P 0.72; O -0.27; O -0.25; C -0.10; O -0.33; C -0.13; H 0.10; H 0.06; H 0.10; H 0.09; H 0.08; H 0.09; H 0.09; H 0.09; H 0.08; C -0.11; O -0.27; P 0.74; O -0.28; O -0.26; C -0.10; O -0.31; C -0.15; H 0.09; H 0.08; H 0.10; H 0.09; H 0.09; H 0.07; H 0.08; H 0.07; H 0.07; C -0.12; O -0.27; P 0.72; O -0.27; O -0.27; C -0.10; O -0.30; C -0.15; H 0.09; H 0.09; H 0.09; H 0.09; H 0.09; H 0.07; H 0.05; H 0.08; H 0.09; C -0.12; O -0.27; P 0.69; O -0.27; O -0.26; C -0.11


ORCA calculation (ωB97M-V/def2-TZVPD) on a structure of composition C30H77N5O11.

LUMO level ... 0.667 eV
HOMO energy ... -8.4 eV
HOMO-LUMO gap ... 9.03 eV
Energy relative to the best compared isomer or geometry (same formula, charge and spin) ... 172.1 kcal/mol

The geometry in XYZ format:
```
123
C30H77N5O11 | the Open Molecules 2025 dataset | ωB97M-V/def2-TZVPD
C 28.17 -7.66 2.29
O 27.08 -8.51 2.04
C 26.18 -8.03 1.06
C 25.05 -8.98 0.93
N 25.60 -10.32 0.61
C 24.55 -11.34 0.53
C 24.17 -11.96 1.86
O 25.26 -12.58 2.52
C 25.79 -13.66 1.82
H 28.75 -7.44 1.39
H 28.87 -8.11 3.00
H 27.81 -6.75 2.80
H 26.68 -7.97 0.07
H 25.84 -7.00 1.26
H 24.46 -8.67 0.06
H 24.43 -9.00 1.83
H 26.19 -10.52 1.42
H 24.85 -12.13 -0.17
H 23.63 -10.90 0.12
H 23.36 -12.68 1.69
H 23.75 -11.23 2.55
H 25.07 -14.13 1.14
H 26.07 -14.47 2.51
H 26.67 -13.40 1.22
C 24.47 -10.80 -5.30
O 24.24 -10.35 -6.61
C 25.43 -10.01 -7.27
C 25.06 -9.51 -8.66
N 26.25 -9.29 -9.48
C 27.11 -8.22 -8.97
C 28.11 -7.83 -10.03
O 27.43 -7.55 -11.23
C 28.27 -7.45 -12.35
H 24.91 -11.81 -5.27
H 23.50 -10.83 -4.81
H 25.09 -10.11 -4.72
H 26.04 -10.92 -7.42
H 25.97 -9.25 -6.72
H 24.50 -8.57 -8.54
H 24.42 -10.24 -9.14
H 25.92 -8.98 -10.39
H 27.64 -8.59 -8.09
H 26.51 -7.35 -8.63
H 28.81 -8.66 -10.14
H 28.70 -6.96 -9.70
H 29.12 -8.13 -12.27
H 28.67 -6.43 -12.47
H 27.68 -7.69 -13.24
C 22.60 -10.20 -1.92
O 21.58 -9.27 -2.17
C 21.26 -9.16 -3.54
C 20.23 -8.09 -3.71
N 20.78 -6.79 -3.33
C 19.76 -5.74 -3.25
C 18.75 -5.90 -2.13
O 19.42 -6.22 -0.95
C 18.55 -6.39 0.13
H 22.60 -10.39 -0.85
H 23.57 -9.86 -2.31
H 22.40 -11.16 -2.43
H 20.85 -10.10 -3.93
H 22.15 -8.87 -4.12
H 19.30 -8.37 -3.21
H 20.01 -8.03 -4.79
H 21.11 -6.91 -2.37
H 19.19 -5.69 -4.19
H 20.29 -4.79 -3.15
H 18.02 -6.69 -2.39
H 18.16 -4.97 -2.03
H 18.13 -5.42 0.44
H 19.10 -6.83 0.95
H 17.70 -7.03 -0.13
C 23.23 -13.56 0.36
O 24.60 -13.62 0.05
C 24.86 -13.08 -1.22
C 26.34 -13.11 -1.47
N 26.64 -12.34 -2.66
C 28.05 -12.46 -3.01
C 28.42 -11.44 -4.05
O 28.27 -10.17 -3.46
C 28.51 -9.11 -4.38
H 22.90 -12.55 0.61
H 23.06 -14.16 1.26
H 22.62 -13.93 -0.47
H 24.47 -12.05 -1.26
H 24.34 -13.68 -1.97
H 26.68 -14.14 -1.62
H 26.89 -12.71 -0.61
H 26.47 -11.35 -2.53
H 28.26 -13.45 -3.42
H 28.70 -12.26 -2.14
H 27.73 -11.50 -4.91
H 29.44 -11.60 -4.41
H 28.36 -8.17 -3.86
H 27.83 -9.18 -5.24
H 29.53 -9.17 -4.77
C 32.68 -12.34 7.09
O 31.62 -12.57 6.20
C 31.92 -13.57 5.29
C 30.75 -13.76 4.35
N 30.40 -12.53 3.69
C 29.40 -12.69 2.68
C 29.02 -11.37 2.05
O 29.73 -11.14 0.85
C 29.04 -10.40 -0.09
H 32.36 -11.71 7.91
H 33.49 -11.82 6.56
H 33.09 -13.29 7.46
H 32.11 -14.54 5.78
H 32.83 -13.36 4.70
H 29.92 -14.17 4.95
H 31.00 -14.53 3.62
H 30.09 -11.84 4.37
H 28.48 -13.14 3.10
H 29.74 -13.34 1.86
H 29.27 -10.58 2.78
H 27.93 -11.26 1.94
H 27.99 -10.68 -0.28
H 29.55 -10.47 -1.05
H 28.96 -9.33 0.16
O 25.81 -9.62 -2.17
H 25.76 -9.95 -1.25
H 26.75 -9.69 -2.41
```

These are the Löwdin partial charges, in e, on atoms 1 to 99: C -0.12; O -0.20; C -0.23; C -0.18; N -0.02; C -0.23; C -0.21; O -0.12; C -0.12; H 0.09; H 0.08; H 0.09; H 0.12; H 0.13; H 0.12; H 0.13; H 0.09; H -0.01; H 0.09; H 0.05; H 0.14; H 0.02; H 0.09; H 0.08; C -0.11; O -0.18; C -0.26; C -0.20; N -0.06; C -0.22; C -0.24; O -0.19; C -0.11; H 0.09; H 0.07; H 0.08; H 0.13; H 0.10; H 0.12; H 0.12; H 0.10; H 0.11; H 0.13; H 0.12; H 0.13; H 0.09; H 0.09; H 0.09; C -0.11; O -0.17; C -0.24; C -0.22; N -0.04; C -0.20; C -0.26; O -0.19; C -0.12; H 0.06; H 0.08; H 0.10; H 0.13; H 0.13; H 0.12; H 0.12; H 0.10; H 0.12; H 0.11; H 0.11; H 0.13; H 0.09; H 0.09; H 0.09; C -0.11; O -0.29; C -0.22; C -0.17; N -0.02; C -0.20; C -0.21; O -0.24; C -0.07; H 0.09; H 0.14; H 0.12; H 0.11; H 0.15; H 0.14; H 0.11; H 0.06; H 0.13; H 0.11; H 0.12; H 0.13; H 0.10; H 0.07; H 0.09; C -0.11; O -0.18; C -0.27